Entry 1:
Entry from the Open Molecules 2025 dataset: C20H22N4O in the gas phase (ωB97M-V/def2-TZVPD).

```
! wB97M-V def2-TZVPD RIJCOSX def2/J DEFGRID3
* xyz 0 1
O -1.35 2.85 -0.70
N -3.87 0.71 -1.71
N -3.86 2.38 -3.92
N -1.24 0.62 -0.34
N 2.31 0.01 0.47
C 0.50 0.95 3.08
C -1.58 -0.75 -0.62
C 4.83 -2.30 -0.91
C -1.76 1.72 -0.93
C 1.25 -0.30 3.55
C 2.13 -1.69 -1.00
C 4.38 -1.26 -0.13
C 3.02 -0.96 -0.19
C 0.99 -0.10 0.10
C -2.88 2.40 -3.04
C -0.56 0.60 2.02
C -2.87 1.56 -1.92
C -0.10 0.81 0.56
C -0.14 1.65 4.27
C -4.86 1.54 -3.69
C -0.47 -1.44 -1.43
C 2.61 -2.74 -1.78
C 0.84 -1.11 -0.80
C 3.95 -3.03 -1.72
C -4.86 0.70 -2.59
H -2.54 -0.79 -1.15
H -0.90 1.01 4.72
H 0.21 1.86 0.46
H 0.60 1.87 5.03
H 5.87 -2.57 -0.90
H -1.70 -1.28 0.33
H -0.61 2.58 3.97
H 4.35 -3.85 -2.32
H -0.87 -0.44 2.16
H -0.48 -1.07 -2.47
H 0.57 -0.94 4.11
H -2.07 3.10 -3.21
H -5.66 1.54 -4.42
H 2.68 0.69 1.10
H 2.07 -0.03 4.21
H 1.94 -3.31 -2.41
H 5.05 -0.69 0.49
H 1.22 1.65 2.63
H 1.64 -0.87 2.72
H -0.65 -2.51 -1.46
H -1.43 1.24 2.16
H -5.67 0.01 -2.39
*
```

Computed properties:
* SMILES: CC(C)C[C@H]1c2[nH]c3ccccc3c2CCN1C(=O)c1cnccn1
* Kohn-Sham gap: 8.0 eV
* HOMO: -0.2882 Eh
* energy relative to the best compared isomer or geometry (same formula, charge and spin): 17.0 kcal per mole

***

Entry 2:
Entry from the Open Molecules 2025 dataset: C20H22N4O2S in the gas phase in a non-equilibrium geometry (ωB97M-V/def2-TZVPD).

```
! wB97M-V def2-TZVPD RIJCOSX def2/J DEFGRID3
* xyz 0 1
S 3.99 -1.17 -0.40
O 4.14 2.62 0.70
O -2.33 -3.18 -0.22
N 1.46 2.06 0.71
N 2.41 1.17 0.38
N -4.74 1.23 -1.32
N -4.45 0.13 -0.62
C -3.55 -0.85 -1.14
C -5.79 1.31 0.65
C -0.39 0.43 0.55
C 6.49 -0.77 -0.73
C -1.80 -4.41 0.22
C -1.65 -2.03 0.06
C 0.23 1.74 0.77
C -6.09 3.26 -1.04
C -5.55 1.95 -0.57
C 5.55 -1.74 -0.82
C -5.06 0.14 0.59
C 3.74 1.52 0.36
C 5.97 0.48 -0.30
C 0.16 -0.76 1.02
C 4.62 0.43 -0.08
C -0.46 -1.98 0.78
C 6.84 1.68 -0.13
C -4.88 -0.96 1.58
C -2.23 -0.84 -0.40
C -1.60 0.36 -0.14
H -5.12 -1.93 1.13
H 7.42 1.85 -1.03
H -5.71 3.48 -2.03
H -2.49 -5.17 -0.12
H -2.06 1.28 -0.50
H -5.54 -0.80 2.43
H -3.99 -1.85 -1.07
H -7.18 3.23 -1.07
H -0.01 -2.87 1.16
H -3.39 -0.60 -2.19
H -6.40 1.65 1.46
H -3.85 -1.00 1.93
H 7.53 -0.92 -0.95
H -0.81 -4.60 -0.20
H -1.74 -4.44 1.32
H 5.67 -2.76 -1.12
H -5.80 4.06 -0.35
H 6.24 2.56 0.09
H 2.14 0.24 0.05
H -0.43 2.56 0.98
H 1.05 -0.75 1.62
H 7.54 1.51 0.69
*
```

Computed properties:
* SMILES: COc1ccc(/C=N\NC(=O)c2sccc2C)cc1Cn1nc(C)cc1C
* Kohn-Sham gap: 8.8 eV
* HOMO: -0.3109 Eh
* energy relative to the best compared isomer or geometry (same formula, charge and spin): 42.4 kcal per mole

***

Entry 3:
Entry from the Open Molecules 2025 dataset: C20H22N4O3 in the gas phase (ωB97M-V/def2-TZVPD).

```
! wB97M-V def2-TZVPD RIJCOSX def2/J DEFGRID3
* xyz 0 1
O -2.14 -1.59 1.06
O 3.86 2.42 -0.15
O -3.42 2.73 0.50
N 7.24 -1.00 -0.98
N -1.25 2.22 0.21
N 4.26 0.44 -1.15
N -2.79 0.56 0.79
C 1.09 1.73 -0.11
C -8.54 -1.40 -0.88
C -0.21 1.33 0.19
C -6.35 -0.61 0.09
C -4.17 0.19 1.08
C 3.49 1.30 -0.46
C -7.10 -1.00 -1.18
C 7.55 -0.17 1.64
C -2.55 1.89 0.50
C -0.47 -0.02 0.49
C 8.25 -1.27 1.16
C 2.12 0.80 -0.14
C 6.58 0.05 -0.53
C 6.70 0.51 0.78
C -4.91 -0.20 -0.20
C 5.64 0.73 -1.49
C 0.58 -0.94 0.49
C 1.86 -0.54 0.18
C 8.05 -1.64 -0.16
C -1.83 -0.45 0.80
H -4.65 1.04 1.55
H 5.76 1.82 -1.43
H -6.87 0.22 0.58
H -4.90 0.65 -0.89
H 0.35 -1.96 0.73
H -6.35 -1.45 0.79
H -9.06 -1.68 -1.79
H -6.58 -1.83 -1.66
H -7.10 -0.16 -1.87
H 3.93 -0.49 -1.36
H 8.93 -1.82 1.79
H -4.38 -1.03 -0.68
H 8.57 -2.49 -0.59
H -4.14 -0.66 1.77
H 5.85 0.39 -2.51
H -9.08 -0.58 -0.41
H -1.08 3.19 0.01
H -8.56 -2.26 -0.20
H 2.67 -1.26 0.21
H 7.68 0.15 2.66
H 1.31 2.76 -0.33
H 6.14 1.37 1.11
*
```

Computed properties:
* SMILES: CCCCCn1c(=O)[nH]c2cc(C(=O)NCc3ccccn3)ccc2c1=O
* Kohn-Sham gap: 9.0 eV
* HOMO: -0.3349 Eh
* energy relative to the best compared isomer or geometry (same formula, charge and spin): 0.2 kcal per mole

***

Entry 4:
Entry from the Open Molecules 2025 dataset: a molecular structure, C20H22N4OS3Tl in a non-equilibrium geometry (ωB97M-V/def2-TZVPD).

```
! wB97M-V def2-TZVPD RIJCOSX def2/J DEFGRID3
* xyz 1 1
Tl 0.12 -2.00 -2.15
S 2.96 -1.40 -1.14
S 3.91 -1.34 1.08
S 0.14 0.97 -1.53
O -2.01 -1.19 -1.45
N 1.18 -1.51 1.05
N -0.05 -1.64 0.50
N 0.37 1.10 -4.18
N -1.70 0.91 -3.48
C 1.44 1.87 3.68
C 1.80 1.01 -4.15
C -4.21 -1.46 -0.80
C -2.82 -1.38 -0.50
C 2.03 1.63 4.91
C 4.03 0.48 1.33
C -2.42 -1.45 0.89
C 2.07 1.48 2.52
C -1.05 -1.37 1.30
C -0.79 -0.95 2.72
C -0.42 0.98 -3.11
C 3.31 0.87 2.57
C -4.77 -1.60 1.52
C -1.85 1.01 -4.92
C -0.39 0.88 -5.40
C 3.26 0.99 4.98
C 3.90 0.61 3.81
C -5.16 -1.55 0.18
C 2.26 -1.45 0.44
C -3.44 -1.56 1.86
H 2.15 1.38 -3.19
H -0.99 -1.80 3.37
H -4.48 -1.43 -1.84
H 1.60 1.67 1.56
H 2.21 1.63 -4.94
H -3.17 -1.65 2.90
H -0.13 1.62 -6.16
H -2.50 0.23 -5.31
H 4.85 0.11 3.86
H 3.61 0.97 0.45
H -1.43 -0.13 3.02
H -2.46 0.76 -2.84
H 0.25 -0.66 2.85
H 0.48 2.38 3.63
H -5.52 -1.70 2.29
H 1.54 1.95 5.82
H 3.72 0.80 5.93
H -6.20 -1.60 -0.08
H 5.09 0.68 1.39
H 2.13 -0.02 -4.28
H -2.27 1.98 -5.19
H -0.18 -0.12 -5.79
*
```

Computed properties:
* Kohn-Sham gap (alpha / beta): 6.7 / 4.7 eV
* HOMO (alpha / beta): -0.4014 / -0.3796 Eh
* energy relative to the best compared isomer or geometry (same formula, charge and spin): 31.1 kcal per mole

***

Entry 5:
Entry from the Open Molecules 2025 dataset: a molecular structure, C20H23AsN3O2RhS (ωB97M-V/def2-TZVPD).

```
! wB97M-V def2-TZVPD RIJCOSX def2/J DEFGRID3
* xyz 0 1
Rh 0.37 0.62 -0.85
As -0.66 -1.35 2.06
S 0.87 0.01 1.52
O -1.64 0.47 -0.53
O 0.40 -1.34 -1.34
N 0.40 2.55 -0.41
N 2.31 0.85 -1.07
N -0.01 1.54 -3.81
C 3.69 -3.56 -2.51
C 0.10 -2.61 3.31
C -3.70 1.11 0.30
C -2.34 1.40 0.02
C -2.06 -0.47 3.04
C 1.33 -3.34 -2.03
C 2.77 2.18 -0.64
C -4.06 3.28 1.31
C -1.88 2.71 0.39
C 3.86 -2.23 -2.20
C -0.57 3.22 0.07
C 1.64 3.17 -0.87
C -4.53 2.01 0.93
C 3.12 -0.05 -1.48
C 2.78 -1.41 -1.79
C 0.10 1.15 -2.72
C 2.40 -4.10 -2.42
C -1.47 -2.42 0.70
C 1.47 -1.96 -1.70
C -2.76 3.60 1.02
H -2.39 4.59 1.28
H 4.17 0.22 -1.57
H -1.60 0.05 3.88
H 2.24 -5.15 -2.66
H 0.54 -2.06 4.14
H 3.68 2.47 -1.18
H -2.55 0.26 2.39
H -0.41 4.29 0.24
H -4.71 3.98 1.81
H -0.71 -3.06 0.26
H 4.53 -4.16 -2.82
H -0.67 -3.28 3.68
H -1.86 -1.76 -0.07
H 0.88 -3.17 2.80
H -2.26 -3.01 1.17
H 0.34 -3.76 -1.99
H 4.84 -1.78 -2.27
H 3.00 2.13 0.42
H -2.78 -1.20 3.39
H -5.56 1.74 1.12
H 1.53 3.37 -1.94
H 1.83 4.11 -0.34
H -4.07 0.14 -0.01
*
```

Computed properties:
* Kohn-Sham gap: 7.9 eV
* HOMO: -0.2781 Eh
* energy relative to the best compared isomer or geometry (same formula, charge and spin): 0.0 kcal per mole

***

Entry 6:
Entry from the Open Molecules 2025 dataset: 3 unconnected molecules or ions with the total composition C20H23BBrF21I2NO8P2 in a non-equilibrium geometry (ωB97M-V/def2-TZVPD).

```
! wB97M-V def2-TZVPD RIJCOSX def2/J DEFGRID3
* xyz 1 1
I -1.60 -3.81 -3.99
I -2.63 0.63 -1.17
Br -1.83 -3.69 2.16
P -0.84 -0.91 -3.77
P 1.17 -1.17 -4.66
F 2.43 -5.07 6.48
F -1.88 6.22 -3.59
F 2.74 -3.62 4.90
F 0.54 8.05 -5.89
F 1.09 -2.43 10.13
F -1.26 10.15 -6.19
F 0.46 -5.09 4.55
F -0.67 0.88 1.51
F -0.01 -2.78 8.31
F -2.05 4.46 -5.70
F -0.48 -4.74 10.23
F -0.34 -4.41 6.44
F -0.55 4.50 -3.41
F 0.64 -5.57 8.56
F -2.28 -0.50 2.23
F -1.22 6.35 -6.36
F 1.04 9.74 -4.65
F -0.81 -1.11 4.13
F 0.84 -1.98 2.77
F -2.22 8.47 -5.21
F 0.83 0.20 3.32
O 0.16 7.98 -3.67
O 1.08 -1.79 -6.25
O 1.43 -5.07 -1.77
O 2.12 -2.25 -3.76
O 1.93 0.17 -4.76
O 2.22 -3.17 8.38
O 0.60 2.27 -2.84
O -0.06 2.85 -0.55
N -0.77 -1.61 -2.13
C -0.82 -0.61 -0.99
C -1.82 -3.62 -0.79
C 0.12 8.77 -4.84
C 0.52 -4.08 5.46
C -1.84 -2.64 0.49
C -0.95 -0.51 1.71
C -0.76 5.66 -4.12
C -0.77 -4.81 -0.76
C 0.71 -4.69 9.58
C 2.17 -2.78 7.01
C 0.76 -4.43 -0.92
C -1.25 9.41 -5.06
C -1.81 -2.69 -2.08
C -0.76 -1.42 0.43
C 0.44 6.58 -3.83
C -0.97 5.28 -5.58
C -0.01 -0.90 2.98
C 0.99 -3.27 9.08
C 0.56 0.25 -1.17
C 1.95 -3.91 5.97
B 0.33 1.83 -1.48
H 0.18 -2.06 -2.05
H -1.02 -5.53 -1.62
H 1.50 -1.93 6.85
H 0.26 -1.96 0.37
H -0.85 -5.48 0.18
H 0.16 -3.17 4.97
H -2.87 -2.24 -2.17
H -1.53 10.05 -4.22
H -0.13 2.92 -3.02
H -2.87 -2.12 0.44
H 3.07 -2.17 -3.99
H 1.08 0.19 -0.14
H 1.50 -5.02 10.26
H 3.17 -2.39 6.81
H 1.28 -0.22 -1.91
H 1.35 -3.67 -0.30
H -0.96 3.18 -0.76
H 1.98 -1.76 -6.64
H -2.86 -4.12 -0.79
H -1.03 0.50 -3.80
H -0.10 4.75 -5.98
H 0.82 6.28 -2.85
H 1.28 6.41 -4.51
*
```

Computed properties:
* Kohn-Sham gap: 8.1 eV
* HOMO: -0.4577 Eh

***

Entry 7:
Entry from the Open Molecules 2025 dataset: a molecular structure, C20H23BF10N5O5S4Tm in a non-equilibrium geometry (ωB97M-V/def2-TZVPD).

```
! wB97M-V def2-TZVPD RIJCOSX def2/J DEFGRID3
* xyz 0 3
Tm -0.04 0.31 -0.97
S -0.27 -0.01 -4.34
S 0.31 -2.34 -3.19
S 2.42 1.14 0.07
S 1.42 -2.08 0.63
F 1.80 0.78 -2.90
F 2.88 -2.59 -3.56
F 2.28 0.23 -4.95
F -1.84 1.71 -1.06
F 0.01 2.44 -2.12
F -2.03 2.55 -3.23
F 1.67 -3.86 -4.84
F -1.61 3.99 -1.51
F 1.92 -4.36 -2.75
F 1.36 2.13 -4.54
O -2.14 -1.42 -0.64
O -0.92 0.53 -5.47
O 0.75 -1.54 -2.05
O -0.76 -3.26 -2.96
O -0.88 0.15 -3.03
N 1.60 -0.43 2.84
N 0.19 -1.50 -4.52
N 0.21 2.40 0.57
N -0.52 -0.11 1.83
N 3.31 -1.73 2.49
C 2.54 -0.19 3.84
C 1.55 2.47 0.72
C 2.15 3.55 1.37
C -2.43 -3.03 1.22
C 1.80 -3.37 -3.62
C 1.39 0.87 -4.19
C 1.36 4.58 1.84
C -1.14 1.85 3.71
C -2.11 1.40 2.82
C -3.51 -1.40 -1.10
C 2.09 -1.40 1.99
C -0.02 4.52 1.64
C -1.74 0.45 1.90
C -0.54 3.42 1.00
C 4.20 -2.71 1.89
C 3.59 -1.00 3.62
C -1.83 -2.73 -0.15
C 0.37 0.25 2.75
C 0.11 1.27 3.68
C -3.92 -0.12 -1.79
B -1.40 2.75 -2.05
H 1.81 5.43 2.33
H 4.90 -2.23 1.21
H -2.16 -3.47 -0.88
H -0.76 -2.79 -0.08
H 2.39 0.50 4.64
H -3.11 1.80 2.82
H -3.21 0.16 -2.56
H -0.66 5.33 1.96
H -4.89 -0.28 -2.26
H -1.36 2.64 4.41
H -3.63 -2.25 -1.79
H -2.13 -4.03 1.51
H -2.45 0.08 1.17
H 0.88 1.62 4.35
H 3.23 3.57 1.47
H -2.05 -2.33 1.97
H -4.16 -1.57 -0.24
H -1.60 3.34 0.81
H 4.50 -1.10 4.17
H -4.02 0.70 -1.08
H 4.74 -3.23 2.67
H -3.52 -2.99 1.21
H 3.59 -3.42 1.33
*
```

Computed properties:
* Kohn-Sham gap (alpha / beta): 7.6 / 7.6 eV
* HOMO (alpha / beta): -0.2800 / -0.2800 Eh
* energy relative to the best compared isomer or geometry (same formula, charge and spin): 15.4 kcal per mole

***

Entry 8:
Entry from the Open Molecules 2025 dataset: a molecular structure, C20H23BiClOPS in a non-equilibrium geometry (ωB97M-V/def2-TZVPD).

```
! wB97M-V def2-TZVPD RIJCOSX def2/J DEFGRID3
* xyz 2 1
Bi -1.25 -0.08 2.54
Cl -0.26 1.96 3.63
S 0.86 -2.16 3.19
P -0.44 0.58 0.22
O 0.93 -2.44 1.70
C -0.66 2.37 -0.16
C -3.10 -0.11 -0.17
C 2.17 -0.33 0.01
C -2.63 -1.63 -2.48
C 2.45 0.27 -2.70
C 1.23 0.53 -2.06
C 3.39 -0.55 -0.62
C -1.80 -0.24 -0.69
C -3.93 -1.48 -1.98
C -1.55 -1.04 -1.82
C -1.02 5.11 -0.51
C 0.21 3.27 0.46
C -4.16 -0.74 -0.82
C -1.66 2.83 -1.02
C 1.52 -3.65 3.97
C 0.01 4.64 0.30
C 2.17 -1.00 3.62
C 3.53 -0.25 -1.98
C -1.85 4.20 -1.18
C 1.09 0.22 -0.69
H -5.16 -0.66 -0.41
H 2.03 -0.61 1.05
H 2.36 -1.11 4.69
H 4.23 -0.95 -0.05
H -3.29 0.47 0.75
H -2.65 4.55 -1.83
H 0.74 -4.42 3.92
H -2.29 2.11 -1.56
H 1.02 2.90 1.09
H -2.44 -2.20 -3.39
H -0.63 -5.56 -3.27
H -0.53 -1.20 -2.15
H 3.07 -1.25 3.05
H 1.78 -3.46 5.01
H -4.76 -1.94 -2.51
H 2.40 -3.96 3.39
H 0.67 5.35 0.81
H 2.54 0.48 -3.77
H 0.12 -5.53 -3.24
H -1.18 6.18 -0.65
H 4.48 -0.44 -2.49
H 1.83 0.02 3.42
H 0.39 0.95 -2.62
*
```

Computed properties:
* Kohn-Sham gap: 5.2 eV
* HOMO: -0.5489 Eh
* energy relative to the best compared isomer or geometry (same formula, charge and spin): 17.4 kcal per mole

***

Entry 9:
Entry from the Open Molecules 2025 dataset: a molecular structure, C20H23Br2N2OReSSb (ωB97M-V/def2-TZVPD).

```
! wB97M-V def2-TZVPD RIJCOSX def2/J DEFGRID3
* xyz 4 2
Re -0.29 0.52 0.41
Sb -1.32 -1.98 0.79
Br -4.22 2.25 -4.67
Br -4.81 4.58 3.04
S 3.12 -0.04 1.08
O 1.49 0.21 0.52
N -1.54 0.95 -1.16
N -1.74 1.64 1.25
C -2.07 0.87 -3.48
C 4.03 -0.69 -0.19
C -3.16 1.73 -3.28
C -0.55 -2.86 2.55
C 4.47 -2.01 0.07
C 5.77 -1.89 -1.94
C -3.41 2.19 -1.97
C -1.30 0.50 -2.41
C 5.31 -0.59 -2.20
C -2.60 2.83 3.14
C 4.45 0.03 -1.33
C -3.41 -1.79 0.94
C -1.71 1.97 2.58
C -2.59 1.80 -0.95
C -3.63 3.08 0.96
C -0.86 -3.16 -0.89
C -3.60 3.41 2.34
C -2.71 2.21 0.46
C 3.59 1.67 1.26
C 5.35 -2.60 -0.81
H 2.80 2.20 1.79
H 5.66 -0.07 -3.08
H 0.06 -3.71 2.25
H -3.67 -1.25 1.85
H -1.40 -3.20 3.14
H 6.47 -2.35 -2.62
H -0.46 -0.17 -2.54
H -1.07 -4.20 -0.62
H -2.54 3.06 4.20
H -1.84 0.49 -4.47
H 4.16 -2.53 0.97
H 3.83 2.12 0.30
H -0.93 1.50 3.17
H -4.38 3.53 0.33
H -3.80 -1.29 0.05
H 0.04 -2.15 3.12
H 0.20 -3.06 -1.15
H -1.49 -2.87 -1.72
H -3.81 -2.80 0.99
H -4.24 2.86 -1.79
H 5.73 -3.59 -0.62
H 4.48 1.63 1.89
H 4.12 1.04 -1.52
*
```

Computed properties:
* Kohn-Sham gap (alpha / beta): 5.5 / 5.9 eV
* HOMO (alpha / beta): -0.7446 / -0.7454 Eh